1.
93
Properties=species:S:1:pos:R:3 method="wB97M-V/def2-TZVPD" gap_ha="0.285 / 0.292" max_force_ev_per_a=2.0 multiplicity=3 total_charge=+1
Cr -0.74 -0.08 0.98
C -2.68 0.04 -2.93
C -1.74 -0.49 -2.05
N -1.76 0.15 -0.89
N -2.69 1.12 -0.99
C -3.26 1.06 -2.20
B -2.91 2.08 0.20
N -3.35 1.17 1.36
C -4.52 1.16 2.00
C -4.57 0.04 2.81
C -3.35 -0.58 2.60
N -2.62 0.10 1.72
N -1.54 2.66 0.54
C -1.14 3.94 0.61
C 0.18 3.96 1.01
C 0.52 2.62 1.16
N -0.53 1.86 0.87
N -3.89 3.21 0.09
C -4.69 3.77 -0.86
C -5.35 4.83 -0.29
C -4.91 4.85 1.04
N -4.04 3.90 1.25
H -2.90 -0.27 -3.93
H -1.05 -1.29 -2.25
H -4.05 1.73 -2.49
H -5.24 1.95 1.87
H -5.36 -0.27 3.45
H -3.01 -1.49 3.06
H -1.81 4.75 0.40
H 0.80 4.81 1.16
H 1.45 2.17 1.45
H -4.74 3.41 -1.86
H -6.06 5.49 -0.76
H -5.19 5.52 1.83
C 3.63 2.86 2.35
Si 4.15 1.33 1.30
C 5.64 1.90 0.24
C 4.72 0.06 2.62
Si 2.87 0.25 -0.50
Si 4.10 -1.75 -1.26
C 5.37 -0.96 -2.46
C 3.03 -3.04 -2.20
C 5.20 -2.72 -0.03
Si 2.15 1.41 -2.50
C 1.75 0.08 -3.83
C 3.57 2.50 -3.15
C 0.60 2.51 -2.27
H 4.49 3.20 2.91
H 2.85 2.62 3.07
H 3.29 3.69 1.74
H 6.35 2.45 0.84
H 5.33 2.55 -0.58
H 6.17 1.06 -0.19
H 5.62 0.42 3.11
H 4.95 -0.90 2.19
H 3.97 -0.09 3.39
H 4.90 -0.46 -3.30
H 6.03 -1.72 -2.87
H 5.99 -0.23 -1.95
H 3.08 -2.89 -3.27
H 1.99 -2.97 -1.91
H 3.36 -4.05 -2.00
H 5.78 -2.06 0.61
H 5.92 -3.32 -0.58
H 4.65 -3.40 0.61
H 2.65 -0.40 -4.19
H 1.24 0.50 -4.69
H 1.11 -0.70 -3.43
H 4.51 1.96 -3.22
H 3.74 3.37 -2.53
H 3.34 2.86 -4.15
H -0.16 1.96 -1.74
H 0.18 2.83 -3.22
H 0.82 3.41 -1.70
C 2.14 -3.07 2.05
N 1.97 -1.74 1.50
C 0.96 -1.38 0.63
N 0.40 -2.44 -0.09
O 1.14 -0.25 -0.04
H 3.17 -3.15 2.39
H 1.97 -3.81 1.27
H 1.49 -3.28 2.90
H 2.24 -1.00 2.13
H 0.12 -3.24 0.47
H -0.27 -2.17 -0.79
C -1.39 -3.53 2.80
O -0.89 -2.22 2.54
C -0.38 -1.55 3.63
S -0.26 -2.21 5.12
S 0.14 0.02 3.21
H -1.63 -3.98 1.84
H -2.28 -3.49 3.43
H -0.64 -4.12 3.33

2.
52
Properties=species:S:1:pos:R:3 method="wB97M-V/def2-TZVPD" gap_ha=0.329 max_force_ev_per_a=1.2
C 5.52 -0.73 -0.81
C 4.77 -1.99 -0.61
N 4.90 -3.01 -1.41
O 4.09 -4.00 -0.96
C 3.45 -3.58 0.15
C 2.50 -4.51 0.80
C 3.84 -2.30 0.42
C 3.42 -1.41 1.55
O 2.14 -1.71 2.07
C 1.05 -1.52 1.29
C 1.06 -1.02 -0.01
C -0.13 -0.87 -0.69
C -1.34 -1.20 -0.10
C -2.58 -0.95 -0.87
O -2.62 -0.58 -2.01
O -3.69 -1.15 -0.12
C -4.90 -0.71 -0.70
C -4.95 0.79 -1.01
O -5.82 1.23 -1.72
C -3.87 1.62 -0.44
C -3.35 1.42 0.84
C -2.27 2.15 1.27
C -1.67 3.09 0.43
C -2.23 3.34 -0.83
C -3.32 2.61 -1.25
O -1.73 4.31 -1.66
C -0.85 5.20 -1.01
C 0.14 4.42 -0.14
O -0.55 3.73 0.87
C -1.35 -1.70 1.20
C -0.17 -1.86 1.88
H 6.14 -0.81 -1.70
H 4.83 0.11 -0.94
H 6.15 -0.52 0.05
H 2.78 -5.54 0.58
H 1.49 -4.34 0.42
H 2.49 -4.35 1.87
H 4.10 -1.54 2.40
H 3.47 -0.36 1.24
H 1.99 -0.76 -0.49
H -0.13 -0.48 -1.70
H -5.10 -1.24 -1.64
H -5.69 -0.96 0.02
H -3.80 0.70 1.50
H -1.84 1.99 2.25
H -3.73 2.79 -2.23
H -1.42 5.90 -0.37
H -0.34 5.76 -1.79
H 0.69 3.71 -0.78
H 0.84 5.09 0.36
H -2.29 -1.96 1.66
H -0.16 -2.25 2.89

3.
76
Properties=species:S:1:pos:R:3 method="wB97M-V/def2-TZVPD" gap_ha=0.340 max_force_ev_per_a=7.3
C 3.31 2.76 -0.36
C 2.16 2.06 -0.39
C 1.96 0.78 -1.25
O 1.23 -0.28 -0.61
C 1.66 -0.57 0.66
O 1.19 -0.07 1.63
O 2.64 -1.54 0.85
P 4.13 -0.87 1.32
O 4.90 -1.80 2.26
H 3.57 3.40 0.52
H 4.03 2.66 -1.20
H 1.33 2.43 0.25
H 1.36 1.07 -2.15
H 2.96 0.46 -1.66
H 3.90 0.37 2.00
H 4.85 -0.64 0.12
C 6.06 -1.34 -2.94
Cl 5.05 -0.03 -2.29
Cl 6.70 -0.93 -4.53
H 6.89 -1.51 -2.26
H 5.45 -2.24 -3.02
C -0.21 -2.28 3.56
Cl -0.67 -3.79 2.77
Cl -1.62 -1.27 3.91
H 0.29 -2.50 4.50
H 0.46 -1.73 2.91
C -1.31 2.52 2.99
Cl -2.37 3.78 3.64
Cl -0.66 2.97 1.41
H -0.48 2.37 3.68
H -1.88 1.60 2.89
C -1.05 -2.18 -0.82
Cl -1.20 -2.05 -2.57
Cl -2.61 -2.46 -0.05
H -0.39 -3.02 -0.59
H -0.62 -1.26 -0.43
C 5.42 -4.44 0.00
Cl 4.49 -5.38 -1.18
Cl 4.69 -2.84 0.27
H 5.44 -4.98 0.94
H 6.43 -4.30 -0.37
C -0.99 -5.79 -3.38
Cl -1.32 -7.51 -3.20
Cl 0.74 -5.45 -3.34
H -1.39 -5.45 -4.34
H -1.48 -5.25 -2.57
C -3.48 0.20 -4.90
Cl -4.58 1.10 -3.85
Cl -2.54 1.29 -5.92
H -2.79 -0.37 -4.28
H -4.06 -0.46 -5.53
C -5.34 2.28 6.22
Cl -4.12 1.42 5.28
Cl -4.63 3.05 7.65
H -5.79 3.05 5.60
H -6.10 1.58 6.55
C -1.40 7.14 4.85
Cl 0.16 7.28 5.68
Cl -2.66 8.04 5.71
H -1.30 7.54 3.85
H -1.68 6.09 4.81
C -4.74 -0.98 -8.74
Cl -3.61 -1.56 -7.51
Cl -4.37 0.67 -9.24
H -4.69 -1.64 -9.61
H -5.75 -1.01 -8.33
C 4.12 6.77 1.56
Cl 3.60 5.27 0.78
Cl 2.75 7.84 1.87
H 4.60 6.53 2.50
H 4.82 7.28 0.90
C -5.75 -4.34 1.34
Cl -6.21 -5.85 0.54
Cl -7.17 -3.34 1.68
H -5.25 -4.58 2.27
H -5.08 -3.79 0.69

4.
19
Properties=species:S:1:pos:R:3 method="wB97M-V/def2-TZVPD" gap_ha=0.382 max_force_ev_per_a=2.7
C 0.43 -0.24 -1.93
C -0.17 -0.58 -0.53
C 0.93 -0.95 0.44
C 0.35 -1.12 1.79
O -1.07 0.03 1.69
C -1.14 0.52 0.38
C -0.60 1.95 0.25
H 0.58 -1.07 -2.64
H -0.24 0.47 -2.41
H 1.42 0.25 -1.83
H -0.83 -1.46 -0.62
H 1.81 -0.30 0.42
H 1.09 -1.85 -0.15
H 1.07 -0.99 2.63
H -0.30 -1.97 1.94
H -2.13 0.39 -0.10
H 0.47 1.90 0.49
H -0.72 2.30 -0.79
H -1.05 2.70 0.91

5.
69
Properties=species:S:1:pos:R:3 method="wB97M-V/def2-TZVPD" gap_ha=0.255 max_force_ev_per_a=11.2 total_charge=-1
Na 2.80 1.24 -0.04
K 2.16 -2.18 -3.72
K -4.69 -0.28 1.41
K 0.40 3.87 -0.06
K 0.60 -0.55 4.78
K -0.12 -4.49 0.33
N -1.08 -0.24 -6.61
S -0.48 -1.67 -6.98
O -1.53 -2.47 -7.61
O 0.63 -2.32 -6.28
F 0.28 -1.11 -8.32
S -1.61 -0.85 -5.08
O -0.66 -1.45 -4.12
O -2.89 -1.49 -5.24
F -2.10 0.60 -4.52
N -1.50 -2.54 5.02
S -1.34 -3.80 4.25
O -0.84 -3.71 2.88
O -2.24 -4.87 4.69
F 0.00 -4.29 5.01
S -2.95 -2.14 4.23
O -4.23 -2.80 4.51
O -2.77 -1.52 2.94
F -3.23 -0.82 5.10
N 0.41 0.97 0.03
S -0.45 0.46 1.18
O 0.19 -0.38 2.17
O -1.87 0.30 0.93
F -0.69 1.87 1.85
S 0.20 -0.35 -0.96
O -0.05 -1.70 -0.35
O 1.16 -0.29 -2.02
F -1.19 0.07 -1.70
N 3.49 -0.99 0.56
S 3.68 -2.48 0.36
O 2.52 -3.28 0.72
O 5.05 -3.03 0.46
F 3.40 -2.49 -1.21
S 3.70 -1.16 2.27
O 5.04 -1.45 2.80
O 2.46 -1.59 2.96
F 3.57 0.36 2.69
N -4.71 3.33 -1.73
S -4.17 3.40 -0.11
O -2.82 3.92 0.06
O -4.65 2.39 0.87
F -5.07 4.70 0.27
S -3.78 2.25 -2.09
O -3.95 0.96 -1.48
O -2.43 2.62 -2.53
F -4.45 1.91 -3.52
N 6.33 0.50 -3.30
S 6.16 -0.99 -4.24
O 4.85 -1.66 -4.29
O 7.39 -1.79 -4.29
F 6.21 -0.17 -5.63
S 5.46 -0.03 -2.17
O 5.98 -1.20 -1.38
O 4.04 0.17 -2.48
F 5.91 1.11 -1.10
N -1.78 4.29 5.19
S -2.04 2.60 4.91
O -0.86 1.83 4.67
O -3.26 2.20 4.23
F -2.41 2.33 6.46
S -2.27 4.78 3.88
O -3.68 5.02 3.83
O -1.61 4.31 2.65
F -1.64 6.26 4.02

6.
84
Properties=species:S:1:pos:R:3 method="wB97M-V/def2-TZVPD" gap_ha=0.234 max_force_ev_per_a=6.9 total_charge=+2
Y -3.03 0.60 -0.56
N -1.21 0.05 0.56
S -0.53 -0.04 2.02
O 0.39 0.97 2.40
O -0.38 -1.36 2.56
F -1.92 0.41 2.71
S 0.23 -0.36 -0.23
O 0.52 -1.76 -0.38
O 1.31 0.59 -0.13
F -0.26 -0.10 -1.75
C 1.23 4.77 -1.33
C 1.02 4.54 -2.85
O 0.27 3.33 -2.80
C -0.31 3.17 -1.64
O -1.14 2.31 -1.40
O 0.14 4.06 -0.77
H 1.27 5.81 -1.01
H 2.18 4.32 -1.02
H 1.92 4.39 -3.44
H 0.44 5.36 -3.28
C 2.98 2.90 2.89
C 3.59 3.41 1.59
O 3.27 4.80 1.64
C 2.19 4.97 2.42
O 1.60 6.00 2.59
O 1.95 3.85 3.13
H 3.70 3.04 3.70
H 2.59 1.89 2.79
H 3.18 2.90 0.72
H 4.67 3.30 1.52
C -1.83 5.59 2.50
C -3.36 5.61 2.38
O -3.70 4.28 2.00
C -2.59 3.74 1.49
O -2.53 2.65 0.96
O -1.57 4.55 1.53
H -1.49 5.27 3.48
H -1.42 6.56 2.23
H -3.67 6.36 1.65
H -3.83 5.94 3.31
C -3.76 -3.46 3.58
C -4.79 -4.01 2.57
O -4.54 -3.10 1.48
C -3.84 -2.03 1.86
O -3.57 -1.12 1.12
O -3.52 -2.14 3.13
H -2.86 -4.07 3.60
H -4.19 -3.34 4.57
H -5.82 -3.92 2.92
H -4.52 -5.01 2.28
C -2.12 -4.82 -2.31
C -2.02 -4.90 -0.80
O -1.99 -3.50 -0.45
C -2.45 -2.80 -1.45
O -2.63 -1.59 -1.31
O -2.73 -3.52 -2.51
H -2.61 -5.68 -2.75
H -1.14 -4.80 -2.79
H -1.08 -5.34 -0.48
H -2.89 -5.41 -0.38
Cl 1.89 -2.50 -3.06
C 0.79 -1.75 -4.29
C 0.67 -2.68 -5.50
Cl -0.31 -4.09 -5.05
H 1.28 -0.83 -4.61
H -0.20 -1.61 -3.89
H 1.64 -2.91 -5.94
H 0.02 -2.21 -6.23
Cl 3.47 -5.74 0.07
C 2.06 -4.64 0.20
C 1.62 -4.41 1.61
Cl 0.99 -5.90 2.40
H 1.23 -5.04 -0.38
H 2.33 -3.66 -0.18
H 0.86 -3.64 1.72
H 2.48 -4.10 2.19
Cl 5.49 2.00 -2.19
C 4.31 0.90 -1.39
C 4.51 -0.52 -1.88
Cl 6.02 -1.20 -1.21
H 3.30 1.26 -1.55
H 4.53 0.93 -0.33
H 4.53 -0.55 -2.97
H 3.72 -1.21 -1.61